1.
{
  "formula": "C2H12O4",
  "method": "ωB97M-V/def2-TZVPD",
  "elements": ["C", "C", "O", "H", "H", "H", "H", "H", "H", "O", "H", "H", "O", "H", "H", "O", "H", "H"],
  "coordinates": [[0.40996, -1.84540, 1.32984], [0.51608, -1.75290, -0.22200], [0.00064, -0.45421, -0.68489], [1.36407, -1.33637, 1.61848], [0.20306, -2.88752, 1.70919], [-0.38163, -1.25181, 1.76814], [1.58717, -1.73503, -0.48422], [-0.07320, -2.52025, -0.74483], [-0.92443, -0.50281, -0.93833], [-1.29797, -0.70005, -4.82713], [-1.83821, 0.09383, -4.65558], [-2.08547, -1.23216, -5.03385], [-0.81100, 3.07564, 1.46982], [-0.83161, 4.02852, 1.63036], [0.03759, 2.99619, 1.00743], [1.58182, 2.31892, 2.38414], [0.60952, 2.27476, 2.36289], [1.93360, 1.43066, 2.31055]],
  "forces_ev_per_angstrom": [[0.7, -0.2, -0.5], [-1.5, 1.2, 0.2], [0.9, -0.5, 0.3], [-0.7, -1.0, 0.7], [1.0, 1.0, -0.4], [-0.4, 0.3, -0.4], [-0.7, -0.4, -0.2], [0.6, -0.1, 0.2], [0.0, -0.3, 0.1], [-1.8, 0.4, 0.0], [1.0, 0.3, 0.2], [0.7, -0.7, -0.2], [0.2, 0.5, -0.3], [-0.3, -0.1, 0.2], [-0.3, -0.1, -0.3], [0.0, 0.2, 0.0], [0.4, -0.3, 0.4], [-0.2, -0.2, 0.0]],
  "energy_ha": -384.31055,
  "smiles": "CCO.O.O.O",
  "orbital_gap_ha": 0.3985,
  "e_above_lowest_ev": 1.371
}


2.
{
  "formula": "C2H12O5",
  "method": "ωB97M-V/def2-TZVPD",
  "elements": ["C", "C", "O", "H", "H", "H", "H", "O", "H", "H", "O", "H", "H", "O", "H", "H", "O", "H", "H"],
  "coordinates": [[-0.38108, -0.43004, 1.89470], [0.02173, -0.98445, 3.21418], [0.79793, -1.91896, 3.33391], [-1.13356, 0.34509, 2.01407], [-0.78837, -1.10545, 1.15033], [0.57764, -0.01981, 1.58781], [0.17497, -0.21788, 3.98515], [-0.77809, 3.41227, -0.67488], [-0.54277, 2.70364, -0.09253], [-1.03832, 3.03543, -1.52243], [1.40337, -2.11092, 0.34144], [1.26472, -2.27311, 1.28369], [2.24245, -1.65670, 0.23424], [0.32948, -0.69914, -1.71437], [0.39885, -1.40315, -2.35605], [0.30976, -1.21374, -0.87676], [-1.03864, 1.80760, -3.67275], [-0.89237, 0.86830, -3.50632], [-0.92771, 1.86101, -4.62342]],
  "forces_ev_per_angstrom": [[-1.5, 0.1, 0.1], [3.4, 0.5, -0.2], [-1.3, -0.6, -0.3], [0.2, 0.3, 0.1], [0.3, -0.3, 0.1], [-0.1, 0.3, -0.5], [-1.2, 0.1, 0.7], [-0.2, 0.9, -0.3], [0.1, -0.7, 0.2], [0.1, -0.3, 0.0], [-0.1, -0.3, -0.1], [0.2, -0.1, 0.2], [0.1, 0.0, 0.1], [-0.4, -0.2, 0.6], [0.1, -0.2, -0.4], [0.3, 0.5, -0.4], [0.0, -0.3, 0.0], [0.0, 0.1, 0.4], [0.0, 0.3, -0.2]],
  "energy_ha": -459.56104,
  "smiles": "CC=O.O.O.O.O",
  "orbital_gap_ha": 0.3953,
  "e_above_lowest_ev": 0.889
}


3.
{
  "formula": "C2H12O5",
  "method": "ωB97M-V/def2-TZVPD",
  "elements": ["C", "C", "O", "H", "H", "H", "H", "O", "H", "H", "O", "H", "H", "O", "H", "H", "O", "H", "H"],
  "coordinates": [[-0.59591, 1.09252, -1.56743], [-1.56471, 1.49955, -0.73799], [-1.33134, 1.39056, 0.65438], [-0.91883, 1.28480, -2.61396], [0.20873, 0.38674, -1.46619], [-2.52009, 1.98573, -0.98406], [-1.84710, 2.12513, 1.20339], [1.47145, 1.41386, 1.48497], [1.76261, 2.36152, 1.73484], [0.54005, 1.37246, 1.61564], [3.84934, -1.72972, -1.18604], [4.22256, -0.92623, -0.92724], [4.18898, -2.36566, -0.50411], [0.55665, -1.71858, 1.76083], [0.27070, -1.18759, 1.01359], [1.50880, -1.50905, 2.05052], [-3.44020, -2.08526, -0.26363], [-2.52694, -2.08192, -0.63210], [-3.83473, -1.30886, -0.63540]],
  "forces_ev_per_angstrom": [[-2.7, 0.2, -1.8], [1.6, 0.2, 1.9], [-2.0, 2.1, 1.1], [0.5, -0.4, 0.6], [0.4, 0.4, 0.7], [0.7, -0.1, -0.2], [1.4, -2.5, -2.1], [2.4, 2.3, 0.5], [-0.9, -2.4, -0.6], [-1.3, 0.1, 0.0], [-0.3, -2.9, 0.5], [0.9, 2.2, 0.6], [-0.6, 0.8, -1.0], [1.7, -0.3, 1.2], [0.6, 0.3, 0.1], [-2.4, 0.0, -1.2], [1.4, -0.6, -0.2], [-1.0, -0.1, 0.5], [-0.4, 0.7, -0.3]],
  "energy_ha": -459.52142,
  "smiles": "C=CO.O.O.O.O",
  "orbital_gap_ha": 0.3648,
  "e_above_lowest_ev": 1.968
}


4.
{
  "formula": "C2H12Si4",
  "method": "ωB97M-V/def2-TZVPD",
  "elements": ["C", "C", "Si", "Si", "Si", "Si", "H", "H", "H", "H", "H", "H", "H", "H", "H", "H", "H", "H"],
  "coordinates": [[-0.83483, 2.12866, 0.85962], [-2.11031, -0.55103, 0.50335], [2.63281, -1.36119, -0.73187], [-0.04014, -0.16947, -2.19361], [1.33713, -0.81489, 1.19198], [-0.56707, 0.37808, 0.05401], [-1.83671, 2.30827, 0.52569], [-0.87927, 2.07970, 1.90051], [-0.24506, 3.01564, 0.43679], [-2.16891, -1.13688, 1.40495], [-2.90980, 0.18658, 0.60263], [-2.33460, -1.27919, -0.28317], [2.93996, -2.70725, -1.23581], [3.93980, -0.57048, -0.87498], [0.45948, 0.96954, -3.18131], [-1.37982, -0.72091, -2.83229], [1.65155, -1.89438, 2.22724], [2.34580, 0.13919, 1.62627]],
  "forces_ev_per_angstrom": [[1.1, 0.4, -3.3], [-0.7, -0.3, -0.5], [1.2, 0.7, 0.3], [-1.5, 1.0, -1.3], [0.5, -0.3, -0.9], [1.2, -0.2, 1.6], [-0.9, 0.3, -0.2], [0.4, 0.0, 1.7], [-0.5, -1.5, 0.9], [0.6, 0.0, 0.6], [-0.2, -0.1, -0.4], [-0.3, 0.3, -0.1], [-0.2, -0.3, 0.0], [-0.6, -0.4, 0.3], [-0.2, -1.1, 1.0], [1.0, 0.5, 0.5], [-0.9, 0.3, -0.5], [0.2, 0.8, 0.2]],
  "spin_multiplicity": 3,
  "energy_ha": -1241.16448,
  "orbital_gap_ha": [0.2378, 0.2550],
  "s_squared": 2.0036
}


5.
{
  "formula": "C2H13N2O4",
  "method": "ωB97M-V/def2-TZVPD",
  "elements": ["N", "C", "C", "N", "O", "H", "H", "H", "H", "H", "H", "H", "H", "H", "O", "H", "H", "O", "H", "H", "O"],
  "coordinates": [[0.69664, 0.55390, 0.05796], [-0.16250, -0.28477, -0.83211], [-1.30477, 0.66314, -1.21043], [-2.55045, 0.20802, -1.45708], [-1.03046, 1.83552, -1.44802], [1.28598, -0.01670, 0.71343], [1.54200, 1.15644, -0.56821], [0.08006, 1.07554, 0.64843], [-0.58867, -1.06405, -0.18454], [0.34192, -0.69998, -1.73624], [-2.91826, -0.72179, -1.33330], [-3.01296, 0.73136, -2.19371], [2.48024, -1.75797, 2.41237], [1.88532, -1.32460, 3.64871], [2.04782, -0.95282, 2.74271], [0.90859, 2.53348, -1.83737], [2.43063, 2.60076, -1.37826], [1.72695, 2.02563, -1.70415], [-1.84644, -2.13136, 2.37866], [-0.55745, -2.31692, 1.79238], [-1.45421, -2.11283, 1.48877]],
  "forces_ev_per_angstrom": [[3.6, -1.5, -0.2], [-1.1, -0.1, 1.0], [0.2, 0.3, -1.7], [-0.1, -0.1, -0.6], [0.1, -0.2, 0.4], [-0.9, 0.2, -0.5], [-3.0, -0.3, 0.5], [-0.1, 1.0, 0.3], [0.3, -0.1, -0.5], [-0.2, 0.6, 0.8], [0.6, -0.2, 0.2], [-0.2, 0.2, 0.5], [0.2, 0.4, -0.6], [-0.1, 1.2, -0.7], [-0.1, -1.7, 1.1], [-0.1, -0.1, 0.2], [-0.1, 0.4, -0.5], [1.1, 0.0, 0.1], [-0.7, 0.2, -0.5], [0.2, -0.1, -0.6], [0.5, -0.1, 1.2]],
  "total_charge": 1,
  "energy_ha": -494.24334,
  "orbital_gap_ha": 0.4101,
  "e_above_lowest_ev": 1.120
}


6.
{
  "formula": "C2H13N6O",
  "method": "ωB97M-V/def2-TZVPD",
  "elements": ["C", "C", "N", "N", "N", "N", "N", "N", "O", "H", "H", "H", "H", "H", "H", "H", "H", "H", "H", "H", "H", "H"],
  "coordinates": [[-0.67519, 1.51655, -0.91347], [0.50323, 0.62366, -0.76843], [-1.79642, 0.96990, -0.57743], [-0.60214, 2.81759, -1.23398], [-2.61932, -1.68982, -0.45767], [0.37018, -0.63483, -1.02724], [2.75652, 0.56410, -0.39464], [1.93774, -0.91038, 1.79735], [1.55191, 1.37226, -0.42690], [1.43516, -1.68374, 1.30984], [-2.70774, 1.55628, -0.59508], [-1.45997, 3.38437, -1.09851], [0.28762, 3.28046, -1.42440], [-1.97197, -0.08295, -0.42121], [-3.58968, -1.60820, -0.13331], [1.33343, -1.01867, -1.03973], [-2.67030, -2.31992, -1.26588], [2.44987, -0.11805, 0.40581], [3.62762, 1.19343, -0.36441], [1.23217, -0.30479, 2.27898], [2.67772, -1.36584, 2.26229], [-2.09247, -2.31206, 0.22654]],
  "forces_ev_per_angstrom": [[-0.6, 0.9, 0.7], [0.3, -1.1, -1.2], [-3.3, 0.8, 0.1], [-0.4, -0.3, 0.3], [0.4, -1.5, 1.0], [1.1, 2.0, 0.3], [0.2, -0.4, -0.1], [-2.7, -0.3, -1.9], [0.7, 0.1, -0.3], [0.2, 0.9, 0.7], [2.2, -1.3, -0.1], [1.2, -0.4, -0.4], [-0.5, -0.4, 0.2], [0.4, 0.4, -0.5], [0.4, -0.3, 0.1], [-0.6, -0.1, 0.1], [0.1, 0.6, -0.1], [2.0, 1.4, -0.3], [-2.3, -1.1, 0.6], [1.5, -1.2, 0.0], [0.7, 0.1, 1.5], [-1.0, 1.2, -0.8]],
  "total_charge": 1,
  "energy_ha": -487.49155,
  "orbital_gap_ha": 0.3329,
  "e_above_lowest_ev": 0.000
}